No. 1
116
Properties=species:S:1:pos:R:3:lowdin_spin:R:1 method="wB97M-V/def2-TZVPD" total_charge=+1 lumo_energy_ev="-1.846 / -3.606" energy_ev=-110811.933 homo_energy_ev="-9.3 / -10.1" homo_lumo_gap_ev="7.50 / 6.50" spin_multiplicity=3 s_squared=2.007
Pt -0.332 -0.033 -0.447 1.123
N 4.749 -0.767 5.827 0.000
C 4.239 -1.147 4.599 0.000
C 5.026 -1.055 3.445 0.000
C 4.499 -1.356 2.205 0.000
C 3.173 -1.776 2.108 0.000
C 2.390 -1.922 3.253 0.000
C 2.917 -1.601 4.488 0.000
S 2.455 -2.105 0.554 0.004
O 3.485 -2.501 -0.360 0.004
O 1.357 -2.994 0.819 0.000
N 1.742 -0.709 0.055 0.030
C 2.440 0.342 -0.478 0.011
N 1.586 1.223 -1.054 0.130
C 2.091 2.328 -1.606 0.013
C 3.440 2.584 -1.611 0.005
C 4.241 1.639 -0.971 -0.001
N 3.769 0.536 -0.398 0.006
H 5.748 -0.709 5.916 0.000
H 4.282 -1.107 6.648 0.000
H 6.063 -0.746 3.533 0.000
H 5.097 -1.277 1.305 0.000
H 1.376 -2.305 3.163 0.000
H 2.313 -1.721 5.385 0.000
H 1.379 3.018 -2.048 0.001
H 3.849 3.479 -2.060 0.001
H 5.318 1.783 -0.911 0.000
C 0.194 0.533 -3.961 0.004
N -0.109 -0.737 -3.263 0.072
C 0.865 -1.811 -3.560 0.004
C -1.524 -1.143 -3.448 0.005
C -2.469 -0.252 -2.670 0.022
C -3.725 -0.092 -3.250 0.004
C -4.725 0.633 -2.622 0.001
C -4.446 1.217 -1.399 0.001
C -3.185 1.069 -0.827 0.010
C -2.149 0.334 -1.421 0.067
H 1.234 0.798 -3.787 0.000
H -0.459 1.309 -3.572 0.002
H 0.018 0.397 -5.026 0.001
H -0.081 -0.536 -2.242 0.054
H 0.807 -2.067 -4.615 0.001
H 0.624 -2.673 -2.943 0.001
H 1.866 -1.464 -3.314 0.001
H -1.603 -2.161 -3.093 0.001
H -1.741 -1.121 -4.515 0.001
H -3.926 -0.557 -4.214 0.001
H -5.698 0.745 -3.089 0.000
H -5.202 1.806 -0.883 0.000
H -3.021 1.554 0.115 0.001
C -0.739 -5.101 -0.341 0.003
S -1.874 -3.729 -0.333 0.013
O -1.115 -2.491 -0.776 0.073
C -2.172 -3.540 1.407 0.001
C -3.353 -2.866 1.715 0.001
C -3.656 -2.589 3.042 0.000
C -2.780 -2.989 4.046 0.001
C -1.607 -3.666 3.728 0.000
C -1.292 -3.946 2.406 0.001
H 0.234 -4.740 -0.017 0.000
H -0.712 -5.465 -1.367 0.000
H -1.124 -5.885 0.316 0.001
H -4.031 -2.561 0.916 0.000
H -4.574 -2.068 3.291 0.000
H -3.011 -2.767 5.082 0.000
H -0.932 -3.982 4.515 0.000
H -0.362 -4.448 2.162 0.000
C -0.849 0.029 2.811 0.027
P -0.383 1.339 1.610 0.176
C -1.477 2.768 1.379 0.017
C -1.167 3.553 0.267 0.007
C -1.885 4.709 0.004 -0.001
C -2.925 5.089 0.847 0.006
C -3.235 4.315 1.955 0.000
C -2.508 3.158 2.226 0.009
C 1.069 2.155 2.375 0.028
C 2.315 1.524 2.365 0.008
C 3.420 2.137 2.944 -0.001
C 3.290 3.383 3.541 0.008
C 2.052 4.012 3.564 0.000
C 0.947 3.409 2.982 0.013
P -1.720 0.044 4.438 0.014
C -1.175 1.632 5.172 0.001
C 0.152 1.651 5.611 0.000
C 0.677 2.761 6.254 0.000
C -0.126 3.873 6.486 0.000
C -1.449 3.864 6.063 0.000
C -1.973 2.748 5.412 0.000
C -3.482 0.214 3.992 0.001
C -3.965 0.010 2.701 0.000
C -5.332 -0.010 2.444 0.000
C -6.238 0.170 3.480 0.000
C -5.772 0.357 4.778 0.000
C -4.406 0.363 5.033 0.001
H 0.149 -0.346 3.054 0.000
H -1.319 -0.788 2.253 0.006
H -0.368 3.241 -0.399 0.000
H -1.641 5.314 -0.863 0.000
H -3.492 5.991 0.638 0.000
H -4.042 4.610 2.618 0.000
H -2.752 2.562 3.090 0.000
H 2.424 0.544 1.923 0.000
H 4.382 1.636 2.922 0.000
H 4.154 3.864 3.992 0.001
H 1.939 4.980 4.040 0.000
H -0.006 3.921 3.011 0.001
H 0.792 0.785 5.431 0.000
H 1.713 2.758 6.577 0.000
H 0.275 4.739 7.003 0.000
H -2.082 4.727 6.241 0.000
H -3.011 2.762 5.094 0.000
H -3.280 -0.137 1.872 0.000
H -5.684 -0.171 1.429 0.000
H -7.305 0.157 3.281 0.000
H -6.475 0.484 5.595 0.000
H -4.052 0.477 6.054 0.000

No. 2
112
Properties=species:S:1:pos:R:3:mulliken_charge:R:1 method="wB97M-V/def2-TZVPD" total_charge=+1 lumo_energy_ev=-2.881 energy_ev=-108011.257 homo_energy_ev=-9.6 homo_lumo_gap_ev=6.71
Ti -0.955 -0.104 -0.043 -3.397
C 2.272 -2.999 -0.666 -1.216
C 0.810 -3.173 -1.136 -0.647
C 0.269 -2.027 -1.999 -0.274
N -0.997 -1.448 -1.504 1.564
C -2.155 -1.647 -2.167 0.584
C -2.305 -2.637 -3.137 -0.556
C -3.315 -2.855 -4.071 -0.547
C -4.457 -2.127 -4.321 -0.641
C -4.914 -1.051 -3.567 -0.717
C -4.415 -0.509 -2.401 -0.452
C -3.246 -0.801 -1.669 0.677
N -2.963 -0.246 -0.506 0.679
C -4.006 0.435 0.251 -1.440
C -3.689 0.363 1.744 -0.711
C -3.073 -0.981 2.102 -1.421
N -1.692 -1.043 1.631 1.425
C -0.916 -2.035 2.062 1.179
C -1.440 -3.180 2.693 -0.555
C -0.821 -4.210 3.375 -0.611
C 0.509 -4.355 3.739 -0.811
C 1.529 -3.494 3.390 -0.611
C 1.530 -2.412 2.516 -0.960
C 0.511 -1.841 1.749 0.192
N 0.719 -0.923 0.797 1.411
C 2.096 -0.570 0.440 -1.704
C 2.817 -1.570 -0.493 -0.018
H 2.935 -3.480 -1.389 0.565
H 2.399 -3.564 0.259 0.385
H 0.152 -3.289 -0.274 0.001
H 0.732 -4.117 -1.681 0.657
H 0.147 -2.333 -3.038 1.342
H 0.978 -1.204 -2.027 -1.365
H -1.489 -3.347 -3.181 0.520
H -3.148 -3.707 -4.721 0.398
H -5.058 -2.426 -5.169 0.364
H -5.822 -0.580 -3.927 0.379
H -4.998 0.307 -1.996 0.427
H -4.956 -0.074 0.068 0.787
H -4.117 1.474 -0.079 0.268
H -4.610 0.511 2.308 0.538
H -3.004 1.157 2.045 0.000
H -3.672 -1.783 1.652 0.519
H -3.083 -1.134 3.185 0.713
H -2.516 -3.265 2.628 0.409
H -1.493 -4.989 3.719 0.394
H 0.765 -5.203 4.361 0.401
H 2.499 -3.717 3.821 0.445
H 2.508 -1.977 2.361 0.412
H 2.669 -0.397 1.352 0.754
H 2.053 0.390 -0.069 0.406
H 3.848 -1.666 -0.142 0.627
H 2.892 -1.099 -1.476 -0.565
C -1.209 0.068 6.974 -1.711
C 0.078 0.225 6.152 2.232
C 1.219 0.686 7.069 -1.848
C 0.453 -1.134 5.572 -1.824
C -0.168 1.267 5.058 -0.154
C -0.387 2.606 5.436 -0.171
C -0.653 3.592 4.514 -1.421
C -0.720 3.230 3.171 1.056
S -1.076 4.229 1.804 -0.464
C -0.942 2.856 0.784 0.569
N -0.649 1.728 1.379 1.138
C -0.518 1.916 2.766 -1.947
C -0.224 0.933 3.716 0.850
C -1.206 2.884 -0.653 0.645
C -1.397 4.083 -1.344 -0.816
C -1.660 4.050 -2.698 -1.153
C -1.737 2.813 -3.339 -0.802
C -1.552 1.638 -2.632 -0.512
C -1.262 1.634 -1.264 1.790
H -1.058 -0.655 7.779 0.443
H -2.030 -0.287 6.346 0.268
H -1.517 1.013 7.426 0.393
H 1.423 -0.082 7.818 0.452
H 0.978 1.605 7.602 0.351
H 2.135 0.856 6.498 0.407
H 0.652 -1.833 6.387 0.538
H 1.353 -1.072 4.957 0.376
H -0.348 -1.562 4.962 0.268
H -0.353 2.877 6.483 0.445
H -0.814 4.615 4.827 0.425
H -0.048 -0.079 3.391 -0.232
H -1.338 5.035 -0.828 0.459
H -1.805 4.968 -3.252 0.428
H -1.933 2.769 -4.405 0.471
H -1.604 0.706 -3.182 0.381
O 1.394 0.917 -2.112 -0.460
S 1.959 2.094 -2.854 -0.208
C 3.721 1.905 -2.873 0.734
C 4.319 0.765 -3.399 -0.374
C 5.692 0.630 -3.318 -0.776
C 6.457 1.630 -2.719 -0.417
C 5.852 2.763 -2.199 -0.709
C 4.470 2.903 -2.269 -0.468
C 1.614 1.775 -4.569 0.616
C 1.131 0.532 -4.938 0.266
C 0.832 0.299 -6.274 -0.714
C 1.015 1.305 -7.214 -0.624
C 1.496 2.550 -6.825 -0.605
C 1.796 2.793 -5.494 -0.701
H 3.715 -0.002 -3.872 0.336
H 6.173 -0.249 -3.726 0.422
H 7.533 1.523 -2.664 0.412
H 6.450 3.536 -1.735 0.413
H 3.981 3.778 -1.860 0.458
H 0.980 -0.225 -4.179 0.105
H 0.452 -0.668 -6.581 0.471
H 0.780 1.122 -8.254 0.412
H 1.632 3.333 -7.559 0.426
H 2.161 3.765 -5.179 0.448